Record 1
C15H10N4S | ωB97M-V/def2-TZVPD

Its SMILES is c1csc(-c2cnc3ccc(-c4ccncc4)nn23)c1. The HOMO energy comes out at -7.8 eV. The calculation puts the energy relative to the best compared isomer or geometry (same formula, charge and spin) at 41.8 kJ/mol. Its gap between HOMO and LUMO is 0.2699 Eh. As for the LUMO energy: -0.41 eV.

Geometry (Å):
C 0.249 4.109 1.673
C 0.775 5.204 0.929
S 1.513 4.754 -0.574
C 1.020 3.059 -0.203
C 1.543 1.839 -0.885
C 2.728 1.870 -1.583
N 2.919 0.632 -2.153
C 1.998 -0.148 -1.628
C 1.942 -1.560 -1.686
C 0.950 -2.179 -0.927
C -0.186 -1.368 -0.424
C -1.437 -2.048 0.021
C -2.066 -1.629 1.148
C -3.158 -2.382 1.649
N -3.393 -3.640 1.317
C -2.704 -4.152 0.246
C -1.718 -3.435 -0.378
N -0.102 -0.045 -0.310
N 0.996 0.540 -0.915
C 0.342 2.890 1.003
H -0.255 4.078 2.656
H 0.540 6.221 1.240
H 3.298 2.756 -1.624
H 2.690 -2.082 -2.190
H 1.084 -3.282 -0.812
H -1.908 -0.699 1.728
H -3.636 -1.983 2.498
H -2.872 -5.215 -0.099
H -1.134 -4.014 -1.037
H -0.018 1.911 1.320



Record 2
C15H11BF4I2IrN2O | ωB97M-V/def2-TZVPD

The spin multiplicity is 5. As for the net charge: +1. The HOMO energy (alpha / beta) comes out at -11.9 / -12.3 eV. The calculation puts the energy relative to the best compared isomer or geometry (same formula, charge and spin) at 1.8 kJ/mol. Its gap between HOMO and LUMO (alpha / beta) is 0.2804 / 0.2183 Eh. As for the LUMO energy (alpha / beta): -4.22 / -6.39 eV.

Geometry (Å):
Ir -0.049 -0.057 0.182
I -4.159 0.979 3.587
C -2.216 1.661 3.643
C -1.796 2.578 4.594
C -0.496 3.049 4.639
I 0.000 4.431 6.099
C 0.478 2.587 3.689
C 1.822 3.001 3.648
C 2.663 2.494 2.689
C 2.169 1.568 1.770
N 0.911 1.163 1.795
C 0.067 1.656 2.721
C -1.309 1.170 2.654
O -1.657 0.362 1.761
H -2.509 2.940 5.323
H 2.186 3.721 4.369
H 3.697 2.800 2.631
H 2.800 1.152 0.996
F -1.013 2.067 -2.850
B -0.048 2.098 -1.941
F -0.429 2.388 -0.649
F 1.177 2.504 -2.271
F 0.112 0.459 -1.738
N -0.017 -2.135 0.993
C 0.660 -3.035 0.075
C 1.681 -3.860 0.519
C 2.328 -4.686 -0.388
C 1.949 -4.691 -1.722
C 0.925 -3.862 -2.157
C 0.278 -3.027 -1.261
H 0.445 -2.175 1.897
H -0.981 -2.422 1.145
H 1.969 -3.863 1.564
H 3.126 -5.332 -0.048
H 2.455 -5.338 -2.425
H 0.632 -3.860 -3.198
H -0.513 -2.366 -1.602



Record 3
C15H11Br2CdN2O10S | ωB97M-V/def2-TZVPD

As for the net charge: -1. The HOMO energy comes out at -6.0 eV. The calculation puts the energy relative to the best compared isomer or geometry (same formula, charge and spin) at 30.3 kJ/mol. Its gap between HOMO and LUMO is 0.2928 Eh. As for the LUMO energy: 1.98 eV.

Geometry (Å):
Cd 1.850 -0.810 0.160
Br 2.637 -3.533 -1.005
C 0.736 -3.860 -1.112
Br -0.193 -2.337 -1.829
H 0.386 -4.014 -0.100
H 0.579 -4.706 -1.767
O 5.547 1.133 -0.167
C 4.354 0.879 -0.153
O 3.838 -0.155 0.426
C 3.409 1.894 -0.803
C 3.805 3.212 -0.761
C 3.016 4.216 -1.317
C 1.815 3.932 -1.934
C 1.414 2.615 -1.966
C 2.186 1.538 -1.453
O 1.814 0.324 -1.644
N 0.102 2.347 -2.561
O -0.220 3.011 -3.534
O -0.611 1.508 -2.046
N 3.458 5.603 -1.251
O 4.517 5.844 -0.701
O 2.743 6.458 -1.749
H 4.753 3.456 -0.303
H 1.206 4.712 -2.363
C -5.809 -2.282 0.995
C -4.363 -2.066 1.348
C -3.780 -2.724 2.424
C -2.446 -2.524 2.750
C -1.682 -1.658 1.989
C -2.248 -0.977 0.916
C -3.578 -1.186 0.601
S 0.035 -1.416 2.361
O 0.213 -1.663 3.762
O 0.779 -2.362 1.477
O 0.349 -0.060 1.876
H -6.282 -2.987 1.679
H -5.910 -2.675 -0.019
H -6.367 -1.345 1.037
H -4.382 -3.398 3.024
H -1.995 -3.020 3.599
H -1.654 -0.272 0.348
H -4.019 -0.651 -0.233



Record 4
C15H11Co2N2O6 | ωB97M-V/def2-TZVPD

As for the net charge: -1. The HOMO energy comes out at -3.7 eV. The calculation puts the energy relative to the best compared isomer or geometry (same formula, charge and spin) at 0.0 kJ/mol. Its gap between HOMO and LUMO is 0.2412 Eh. As for the LUMO energy: 2.86 eV.

Geometry (Å):
O -1.284 3.820 3.874
C -0.610 2.882 3.820
Co 0.347 1.447 3.857
C 0.341 1.017 5.547
O 0.317 0.722 6.666
C -0.624 0.134 3.170
O -1.267 -0.760 2.809
C 2.245 1.662 3.513
C 2.595 0.319 3.204
C 2.783 -0.814 3.942
C 2.359 -2.111 3.482
C 2.197 -3.132 4.452
C 1.903 -4.423 4.060
C 1.729 -4.729 2.704
C 1.808 -3.716 1.748
C 2.077 -2.408 2.128
Co 2.161 1.305 1.793
C 1.561 2.900 1.346
O 1.186 3.939 1.007
C 1.105 0.435 0.567
O 0.494 0.181 -0.384
C 3.776 1.367 1.055
O 4.792 1.607 0.558
H 2.843 2.402 4.044
H 3.106 -0.708 4.994
H 2.373 -2.898 5.502
H 1.871 -5.206 4.812
H 1.569 -5.760 2.397
H 1.706 -3.947 0.694
H 2.143 -1.621 1.378
N 1.205 -0.941 -3.154
N 0.484 -2.100 -3.696
H 1.361 -0.343 -3.964
H 0.559 -0.475 -2.513
H 1.207 -2.689 -4.108
H 0.114 -2.589 -2.882



Record 5
C15H11F3N3O2S | ωB97M-V/def2-TZVPD

As for the net charge: -1. The HOMO energy comes out at -4.7 eV. The calculation puts the energy relative to the best compared isomer or geometry (same formula, charge and spin) at 119.9 kJ/mol. Its gap between HOMO and LUMO is 0.2464 Eh. As for the LUMO energy: 1.98 eV.

Geometry (Å):
F 2.625 -1.242 1.917
C 1.402 -1.175 1.288
F 0.900 -2.447 1.226
F 0.573 -0.428 2.032
S 1.496 -0.681 -0.511
N -3.251 -1.129 0.995
C -4.286 -0.252 1.175
O -4.296 0.939 0.903
C -5.508 -0.944 1.812
C -5.123 -2.414 1.813
C -3.670 -2.419 1.252
O -3.041 -3.441 1.087
H -5.655 -0.557 2.831
H -6.387 -0.778 1.189
H -5.131 -2.847 2.822
H -5.774 -2.955 1.128
C -0.468 0.905 -2.000
C 0.582 0.813 -0.888
C -0.033 1.535 0.266
N -0.715 2.067 1.044
C 2.050 1.225 -1.187
C 2.751 0.754 -2.371
C 4.108 0.578 -2.227
C 4.831 1.170 -1.188
C 6.266 1.036 -1.169
N 7.425 0.889 -1.178
C 4.138 1.837 -0.164
C 2.754 1.904 -0.184
H -0.287 0.309 -2.882
H -1.468 0.595 -1.603
H -0.514 1.972 -2.258
H 2.174 0.516 -3.264
H 4.679 -0.001 -2.963
H 4.680 2.289 0.652
H 2.173 2.374 0.607



Record 6
C15H11F3N3O5S | ωB97M-V/def2-TZVPD

As for the net charge: -1. The HOMO energy comes out at -4.1 eV. The calculation puts the energy relative to the best compared isomer or geometry (same formula, charge and spin) at 79.0 kJ/mol. Its gap between HOMO and LUMO is 0.2156 Eh. As for the LUMO energy: 1.78 eV.

Geometry (Å):
F 2.710 1.518 -2.060
C 1.343 1.471 -2.049
F 0.859 2.691 -2.409
F 0.929 0.559 -2.982
S 0.776 1.114 -0.385
N -0.969 1.435 -0.902
C -1.851 0.362 -1.075
O -1.633 -0.843 -0.885
C -3.125 0.992 -1.504
C -2.992 2.365 -1.469
C -4.079 3.176 -1.790
C -5.307 2.583 -2.159
C -5.429 1.168 -2.191
C -4.319 0.372 -1.849
C -1.611 2.702 -1.015
O -1.155 3.805 -0.774
H -3.964 4.257 -1.751
H -6.182 3.201 -2.421
H -6.386 0.703 -2.478
H -4.357 -0.719 -1.847
C 0.625 -3.497 1.995
N 1.563 -2.423 1.747
C 1.641 -1.898 0.435
O 1.094 -2.511 -0.489
C 2.361 -0.672 0.271
C 3.470 -0.483 1.152
O 4.409 0.294 0.919
N 3.516 -1.247 2.333
C 4.613 -1.022 3.249
C 2.543 -2.180 2.712
O 2.566 -2.760 3.806
H 0.735 -3.796 3.034
H -0.395 -3.158 1.795
H 0.828 -4.352 1.344
H 2.492 -0.297 -0.748
H 4.440 -1.645 4.123
H 5.565 -1.299 2.784
H 4.674 0.032 3.533



Record 7
C15H11N3OS | ωB97M-V/def2-TZVPD

Its SMILES is Cc1cc(-n2nc3c4ccccc4[nH]cc-3c2=O)cs1. The HOMO energy comes out at -7.5 eV. The calculation puts the energy relative to the best compared isomer or geometry (same formula, charge and spin) at 0.0 kJ/mol. Its gap between HOMO and LUMO is 0.2703 Eh. As for the LUMO energy: -0.14 eV.

Geometry (Å):
C -4.013 4.557 1.574
C -2.709 3.758 1.477
C -2.483 2.669 0.634
C -1.191 2.020 0.851
N -0.663 0.885 0.193
N 0.591 0.351 0.493
C 0.762 -0.710 -0.255
C 1.806 -1.753 -0.305
C 2.894 -1.744 0.583
C 3.839 -2.754 0.503
C 3.789 -3.749 -0.447
C 2.697 -3.794 -1.318
C 1.724 -2.796 -1.302
N 0.694 -2.767 -2.256
C -0.385 -1.862 -2.123
C -0.384 -0.893 -1.135
C -1.324 0.177 -0.809
O -2.359 0.439 -1.412
C -0.466 2.780 1.792
S -1.297 4.190 2.389
H -4.793 4.008 1.069
H -4.327 4.637 2.615
H -3.923 5.562 1.121
H -3.240 2.307 -0.083
H 2.917 -0.966 1.337
H 4.692 -2.682 1.185
H 4.558 -4.480 -0.522
H 2.649 -4.573 -2.093
H 0.632 -3.450 -3.022
H -1.212 -1.859 -2.808
H 0.526 2.496 2.074